35
Properties=species:S:1:pos:R:3 method="wB97M-V/def2-TZVPD" orbital_gap_ev="7.374 / 7.483" total_charge=+2 total_energy_ha=-3207.96676 homo_ev="-14.9 / -14.9" s_squared=3.753 spin_multiplicity=4
C -0.381 -1.568 -0.812
C 0.757 -0.967 -1.659
H -0.433 -2.647 -1.030
H -1.368 -1.135 -1.048
H -0.082 -1.540 0.264
O 1.914 -1.323 -1.534
I 1.461 1.961 -0.102
Er -1.313 0.489 0.943
P 0.253 0.301 -2.894
C 1.774 1.097 -3.329
C -0.362 -0.615 -4.288
H -1.950 0.939 -2.001
H -1.345 1.953 -3.351
H -0.673 2.218 -1.737
C -1.054 1.438 -2.421
H -1.389 -0.963 -4.103
H -0.370 0.098 -5.124
H 1.684 1.408 -4.376
H 2.625 0.418 -3.187
H 0.307 -1.457 -4.518
H 1.934 1.998 -2.725
C 1.638 -0.292 1.259
O 2.704 -0.711 1.331
Cl -3.607 0.390 0.238
Cl 1.628 0.573 5.612
C 0.518 -0.386 4.717
C 0.213 -1.688 5.102
C -0.650 -2.442 4.306
C -1.217 -1.873 3.178
N -0.933 -0.591 2.821
C -0.050 0.157 3.560
H 0.649 -2.079 6.008
H -0.915 -3.462 4.570
H -1.919 -2.384 2.530
H 0.180 1.156 3.202

=====

24
Properties=species:S:1:pos:R:3 method="wB97M-V/def2-TZVPD" orbital_gap_ev="6.282 / 6.530" total_charge=+1 total_energy_ha=-1234.15056 homo_ev="-11.6 / -11.6" spin_multiplicity=1
C -2.479 1.339 0.423
C -1.141 1.129 0.818
C -0.713 -0.206 0.789
C -3.130 0.104 0.195
C 1.188 1.270 1.885
C 1.940 -2.361 0.127
C 1.128 -1.765 1.283
N 0.570 -0.494 0.878
N -4.355 -0.132 -0.407
N 0.877 2.641 -1.476
S -2.075 -1.236 0.467
S 0.156 2.229 1.138
H -2.751 2.381 0.318
H 2.281 1.492 2.085
H 1.525 -2.006 -0.806
H 3.126 -2.184 0.236
H 1.899 -3.390 0.016
H 0.376 -2.394 1.573
H 1.943 -1.730 2.120
H -5.104 0.099 0.200
H -4.550 -1.002 -0.912
H 0.843 3.397 -2.161
H 0.107 2.068 -1.699
H 1.758 2.133 -1.452

=====

63
Properties=species:S:1:pos:R:3 method="wB97M-V/def2-TZVPD" orbital_gap_ev=5.143 total_charge=+2 total_energy_ha=-11817.24622 homo_ev=-12.6 spin_multiplicity=1
Ta 0.001 -0.227 -0.032
O 1.556 -1.253 -1.104
P 2.554 -0.292 -0.390
C 1.847 -0.114 1.350
P 1.097 -1.829 1.866
O -0.301 -1.939 1.071
C 0.708 -1.765 3.591
C -0.604 -2.017 3.990
C -0.928 -1.939 5.336
C 0.044 -1.607 6.268
C 1.351 -1.352 5.868
C 1.688 -1.426 4.529
C 2.199 -3.126 1.381
C 3.467 -3.215 1.960
C 4.296 -4.266 1.614
C 3.865 -5.215 0.694
C 2.614 -5.110 0.103
C 1.769 -4.065 0.444
C 2.076 1.311 -1.089
C 1.559 1.356 -2.396
C 0.952 2.513 -2.853
C 0.858 3.626 -2.028
C 1.429 3.618 -0.760
C 2.023 2.463 -0.283
C 4.256 -0.732 -0.595
C 5.249 0.074 -0.034
C 6.576 -0.198 -0.310
C 6.905 -1.255 -1.153
C 5.915 -2.051 -1.713
C 4.580 -1.790 -1.444
H 0.788 0.786 1.421
H 2.505 0.252 2.134
H -1.361 -2.278 3.263
H -1.943 -2.134 5.653
H -0.216 -1.544 7.316
H 2.103 -1.092 6.599
H 2.708 -1.222 4.228
H 3.814 -2.474 2.671
H 5.277 -4.348 2.062
H 4.512 -6.044 0.438
H 2.294 -5.841 -0.626
H 0.801 -3.966 -0.030
H 1.639 0.490 -3.041
H 0.527 2.540 -3.848
H 0.300 4.491 -2.362
H 1.395 4.503 -0.139
H 2.453 2.460 0.712
H 4.995 0.907 0.614
H 7.355 0.419 0.117
H 7.944 -1.452 -1.381
H 6.182 -2.868 -2.369
H 3.798 -2.401 -1.878
Se -2.992 4.686 -2.806
Sb -3.640 3.176 -1.160
Se -1.725 -0.782 -1.737
Se -1.790 1.324 -0.522
Se -5.661 2.846 -0.103
C -1.912 -3.950 -2.532
O -0.816 -3.038 -2.720
H -1.656 -4.946 -2.894
H -2.815 -3.599 -3.033
H -2.099 -4.000 -1.461
H -0.607 -3.017 -3.660

=====

6
Properties=species:S:1:pos:R:3 method="wB97M-V/def2-TZVPD" orbital_gap_ev=10.773 smiles="O=[Si](Cl)Cl.Cl" total_energy_ha=-1746.01363 homo_ev=-11.1 spin_multiplicity=1
O -1.523 -1.451 -0.683
Si -1.279 0.013 -0.513
Cl -2.007 1.245 0.829
Cl -0.395 1.030 -1.967
Cl 2.322 -0.043 0.715
H 2.883 -0.795 1.618

=====

95
Properties=species:S:1:pos:R:3 method="wB97M-V/def2-TZVPD" orbital_gap_ev="5.868 / 4.952" total_charge=+1 total_energy_ha=-4631.20898 homo_ev="-10.3 / -10.4" s_squared=2.272 spin_multiplicity=3
Au -11.478 -1.498 -15.009
C -16.284 -5.439 -19.679
C -14.855 -4.845 -19.694
C -14.713 -3.954 -20.937
C -13.888 -6.040 -19.715
C -14.538 -4.024 -18.457
C -13.661 -2.937 -18.371
C -13.394 -2.310 -17.140
N -12.272 -1.555 -16.894
C -11.247 -1.541 -17.819
C -10.801 -2.625 -18.532
C -9.929 -2.480 -19.621
C -9.471 -1.188 -19.936
C -9.685 -0.133 -19.086
C -10.428 -0.248 -17.849
O -10.491 0.584 -16.914
C -8.894 1.097 -19.258
C -9.744 2.355 -18.981
C -8.414 1.264 -20.730
C -7.746 1.097 -18.252
C -9.379 -3.661 -20.393
C -8.712 -4.577 -19.343
C -10.457 -4.356 -21.217
C -8.309 -3.187 -21.414
C -14.373 -2.395 -15.981
O -14.359 -1.553 -15.082
C -15.234 -3.547 -16.078
C -15.250 -4.307 -17.220
C -16.128 -3.879 -14.911
C -16.936 -5.156 -15.036
C -15.297 -3.994 -13.608
C -17.109 -2.665 -14.724
H -16.404 -5.875 -20.675
H -17.038 -4.726 -19.469
H -16.395 -6.267 -18.952
H -15.128 -4.490 -21.810
H -13.667 -3.660 -21.124
H -15.241 -3.006 -20.701
H -14.045 -6.630 -20.635
H -14.012 -6.732 -18.845
H -12.868 -5.634 -19.633
H -13.117 -2.650 -19.252
H -11.146 -3.613 -18.214
H -8.971 -0.998 -20.856
H -10.428 2.527 -19.856
H -9.016 3.202 -18.957
H -10.257 2.267 -18.028
H -9.268 0.946 -21.317
H -7.543 0.681 -20.992
H -8.126 2.268 -21.003
H -8.003 0.838 -17.208
H -7.141 2.000 -18.295
H -7.113 0.246 -18.469
H -9.356 -4.947 -18.537
H -7.909 -4.082 -18.822
H -8.285 -5.455 -19.832
H -11.148 -4.894 -20.536
H -10.015 -5.135 -21.844
H -11.019 -3.661 -21.886
H -7.529 -2.575 -20.946
H -8.726 -2.487 -22.199
H -7.854 -3.972 -22.007
H -15.931 -5.131 -17.286
H -16.297 -6.006 -15.258
H -17.697 -5.109 -15.856
H -17.514 -5.385 -14.139
H -14.695 -4.906 -13.656
H -15.981 -3.971 -12.742
H -14.637 -3.198 -13.474
H -17.546 -2.413 -15.668
H -16.535 -1.786 -14.374
H -17.910 -2.872 -13.992
Se -11.432 -5.737 -11.743
C -11.518 -4.197 -12.599
N -11.648 -3.058 -12.979
C -12.339 2.924 -14.252
C -11.145 2.988 -13.255
N -10.418 1.747 -13.112
C -10.901 0.605 -12.637
S -10.224 -0.905 -13.211
N -11.828 0.646 -11.679
C -12.219 -0.515 -10.861
C -11.212 -0.791 -9.735
H -12.819 3.892 -14.311
H -13.120 2.280 -13.828
H -12.146 2.567 -15.266
H -11.579 3.272 -12.337
H -10.427 3.760 -13.533
H -9.715 1.613 -13.862
H -12.002 1.561 -11.256
H -12.316 -1.409 -11.527
H -13.234 -0.324 -10.450
H -10.410 -1.458 -10.173
H -11.740 -1.430 -8.988
H -10.776 0.108 -9.298

=====

12
Properties=species:S:1:pos:R:3 method="wB97M-V/def2-TZVPD" orbital_gap_ev=9.511 smiles="[H]/N=C/C=C=N.N#CCl" total_energy_ha=-779.15727 homo_ev=-8.9 spin_multiplicity=1
H 1.162 -2.886 0.607
N 0.737 -2.260 -0.061
C 0.803 -1.027 0.215
C 0.216 0.026 -0.661
C 0.607 1.228 -0.379
N 1.040 2.371 -0.386
H 1.472 -0.751 1.104
H -0.497 -0.249 -1.458
H 0.873 3.121 0.259
N -2.058 1.407 0.581
C -2.117 0.275 0.332
Cl -2.238 -1.254 -0.153

=====

35
Properties=species:S:1:pos:R:3 method="wB97M-V/def2-TZVPD" orbital_gap_ev=9.683 smiles="CC(C)[C@H](N)C(=O)N[C@@H](CCC(=O)O)C(=O)O" total_energy_ha=-877.59142 homo_ev=-9.4 spin_multiplicity=1
C 0.322 2.912 -2.065
C -0.497 2.920 -0.729
C -1.852 2.346 -1.081
C 0.320 2.180 0.356
N 1.585 2.914 0.568
C 0.733 0.706 -0.131
O 1.892 0.370 -0.331
N -0.368 -0.076 -0.253
C -0.231 -1.448 -0.667
C 0.699 -2.279 0.211
C 0.372 -2.452 1.723
C 1.394 -3.331 2.385
O 2.446 -3.613 1.901
O 0.933 -3.866 3.567
C -1.555 -2.212 -0.803
O -1.660 -3.433 -1.103
O -2.584 -1.394 -0.678
H 1.318 3.346 -1.951
H -0.241 3.509 -2.787
H 0.355 1.878 -2.403
H -0.558 4.035 -0.362
H -2.415 2.213 -0.171
H -2.368 3.077 -1.699
H -1.789 1.399 -1.594
H -0.225 2.080 1.258
H 2.118 2.385 1.260
H 2.271 2.940 -0.186
H -1.210 0.141 0.270
H 0.222 -1.477 -1.645
H 0.856 -3.284 -0.249
H 1.690 -1.841 0.244
H -0.672 -2.647 2.048
H 0.502 -1.459 2.123
H 1.546 -4.555 3.849
H -3.351 -1.985 -0.876

=====

20
Properties=species:S:1:pos:R:3 method="wB97M-V/def2-TZVPD" orbital_gap_ev=9.772 smiles=CCNCO.O.O total_energy_ha=-402.51428 homo_ev=-9.0 spin_multiplicity=1
C -0.087 0.283 -3.134
C -0.430 0.959 -1.758
N -1.535 0.286 -1.042
C -1.344 0.580 0.426
O -0.121 0.088 0.899
H -0.091 1.132 -3.803
H -0.993 -0.318 -3.251
H 0.739 -0.421 -3.090
H 0.445 1.079 -1.132
H -0.802 1.958 -2.044
H -1.524 -0.730 -1.091
H -2.132 0.169 1.071
H -1.406 1.660 0.304
H -0.079 -0.863 0.764
O 2.887 -5.000 4.097
H 2.361 -5.423 3.420
H 2.469 -4.911 4.947
O 0.613 2.922 1.154
H -0.208 3.129 1.604
H 1.241 3.424 1.660